Formula: C17H10Co2O7S
Source: OMol25
Level of theory: wB97M-V/def2-TZVPD

Values from the calculation:
- Energy: -118210.525 eV
- Strongest force on any atom: 4.70 eV/Å
- E_HOMO: -1.0 eV
- Net charge: -2
- Relative energy (zero: lowest compared OMol25 entry of this formula, charge and spin): 0.679 eV
- Gap between HOMO and LUMO: 6.00 eV

The geometry in XYZ format:
```
37
C17H10Co2O7S wB97M-V/def2-TZVPD
Co -1.007 -3.176 3.438
Co -2.517 -2.755 5.466
S 0.611 -1.695 0.180
O 0.844 -4.338 1.458
O 0.801 -0.571 -2.158
O 0.860 -3.620 5.674
O -5.208 -3.355 6.309
O -1.375 -2.706 8.152
O -0.417 -0.306 3.382
O -3.232 -0.050 4.709
C -2.581 -3.465 2.620
C -0.738 -1.417 3.374
C -3.799 -2.188 0.906
C -3.433 -3.427 1.561
C -2.795 -1.256 0.610
C -1.798 -2.733 7.077
C -4.122 -3.131 5.983
C -5.139 -1.865 0.553
C -5.427 -0.624 -0.012
C 0.133 -3.802 2.199
C 0.022 -3.415 4.899
C -2.521 -3.985 3.914
C -4.401 0.290 -0.294
C -2.877 -1.112 4.994
C 2.439 0.163 -0.603
C -3.083 -0.040 0.011
C 1.246 -0.657 -1.009
H -3.992 -4.332 1.313
H 3.160 0.159 -1.423
H -2.251 0.613 -0.243
H -1.765 -1.558 0.787
H -5.933 -2.587 0.756
H -6.457 -0.360 -0.262
H -4.628 1.254 -0.759
H 2.917 -0.221 0.301
H 2.130 1.202 -0.457
H -2.766 -5.031 4.152
```

Electronic structure analysis, Löwdin charges in units of e: 0.045 0.018 0.623 0.048 -0.147 0.084 0.076 0.056 0.118 0.096 -0.262 -0.168 -0.235 -0.092 -0.063 -0.214 -0.212 -0.066 -0.139 -0.172 -0.163 -0.263 -0.137 -0.199 -0.162 -0.085 -1.051 0.088 0.055 0.102 0.004 0.091 0.079 0.079 0.040 0.063 0.066

Formula: C8H5CeCl2NO3STi
Source: OMol25
Level of theory: wB97M-V/def2-TZVPD

Values from the calculation:
- Energy: -87887.588 eV
- Strongest force on any atom: 11.79 eV/Å
- 2S+1: 3
- E_HOMO (spin up / spin down): -20.8 / -20.9 eV
- Net charge: +4
- Relative energy (zero: lowest compared OMol25 entry of this formula, charge and spin): 0.000 eV
- Gap between HOMO and LUMO (spin up / spin down): 3.26 / 3.49 eV

The geometry in XYZ format:
```
22
C8H5CeCl2NO3STi wB97M-V/def2-TZVPD
Ce -0.043 0.918 -2.099
Ti 0.569 0.447 -5.409
Cl -1.489 0.238 -4.335
Cl 2.157 0.619 -3.792
S -0.133 2.168 0.575
O -0.613 2.134 -7.742
O -0.793 -1.268 0.451
O 0.821 -1.719 -7.637
N -1.095 1.201 2.858
C -0.511 -0.553 -0.429
C -0.047 1.635 -6.854
C 0.098 0.765 4.881
C 1.305 1.017 4.201
C 0.822 -0.994 -6.705
C -1.097 0.866 4.201
C 0.039 1.558 2.149
C 1.247 1.389 2.839
H 2.256 0.962 4.697
H 2.136 1.552 2.248
H 0.130 0.514 5.934
H -2.079 0.648 4.676
H -2.000 1.275 2.418
```

Electronic structure analysis, Löwdin charges in units of e: 0.895 0.556 0.366 0.351 0.783 0.330 0.219 0.327 0.089 -0.216 0.014 0.041 0.071 0.041 0.048 -0.660 -0.011 0.143 0.124 0.149 0.178 0.162

Formula: C4H8N2
Source: OMol25
Level of theory: wB97M-V/def2-TZVPD

Values from the calculation:
- Energy: -7255.090 eV
- Strongest force on any atom: 2.67 eV/Å
- SMILES string: [H]/N=C\C.C=C=N
- E_HOMO: -9.2 eV
- Relative energy (zero: lowest compared OMol25 entry of this formula, charge and spin): 2.786 eV
- Gap between HOMO and LUMO: 10.05 eV

The geometry in XYZ format:
```
14
C4H8N2 wB97M-V/def2-TZVPD
N -2.847 -1.407 -0.958
N 1.966 1.971 -0.147
C 1.374 0.821 -0.177
C -2.054 0.893 -0.274
C 2.103 -0.494 0.155
C -2.618 -0.269 -0.538
H -3.842 -1.742 -0.871
H 0.258 0.709 -0.188
H 1.750 -0.788 1.146
H 3.199 -0.418 0.271
H -1.567 1.218 0.694
H -1.843 1.621 -0.982
H 3.019 1.840 -0.316
H 1.718 -1.163 -0.594
```

Electronic structure analysis, Löwdin charges in units of e: 0.118 0.038 -0.288 -0.044 -0.091 -0.261 0.089 0.056 0.069 0.075 0.084 0.033 0.064 0.057

Formula: C4H5ClOS
Source: OMol25
Level of theory: wB97M-V/def2-TZVPD

Values from the calculation:
- Energy: -29630.387 eV
- Strongest force on any atom: 4.61 eV/Å
- E_HOMO: -8.5 eV
- Relative energy (zero: lowest compared OMol25 entry of this formula, charge and spin): 3.321 eV
- Gap between HOMO and LUMO: 7.72 eV

The geometry in XYZ format:
```
12
C4H5ClOS wB97M-V/def2-TZVPD
Cl -2.086 2.050 -0.097
S -3.746 -0.908 -0.049
O 0.699 -0.704 -0.085
C -2.127 -0.666 -0.078
C 0.000 0.443 0.159
C -1.383 0.544 0.045
C 2.141 -0.222 -0.158
H 2.193 0.997 -0.729
H 2.571 -0.129 1.057
H 2.512 -1.161 -0.713
H 0.613 1.274 0.529
H -1.388 -1.517 0.120
```

Electronic structure analysis, Löwdin charges in units of e: 0.713 0.645 -0.177 -0.718 -0.200 -0.817 -0.065 0.176 0.153 0.096 0.107 0.087

Formula: C6H15N4Si
Source: OMol25
Level of theory: wB97M-V/def2-TZVPD

Values from the calculation:
- Energy: -20292.095 eV
- Strongest force on any atom: 5.19 eV/Å
- 2S+1: 3
- E_HOMO (spin up / spin down): -8.3 / -13.3 eV
- Net charge: +1
- Gap between HOMO and LUMO (spin up / spin down): 4.85 / 5.58 eV

The geometry in XYZ format:
```
26
C6H15N4Si wB97M-V/def2-TZVPD
Si -0.110 -0.100 1.265
N -0.049 -0.041 -0.566
N -1.056 -1.496 1.313
N -1.001 1.466 1.389
N 1.544 -0.322 1.399
C -0.806 -1.172 -1.057
C -0.629 2.215 0.147
C -0.603 1.205 -1.062
C 1.793 0.034 -1.035
C 2.428 -0.670 0.217
C -1.804 -1.561 0.103
H 3.492 -0.192 0.340
H -2.587 -0.867 0.141
H 2.492 -1.782 0.324
H -1.247 -0.835 -1.979
H -0.994 2.010 2.285
H 1.691 -0.384 -2.062
H -0.092 1.641 -1.879
H -0.172 -2.151 -1.372
H -1.502 3.026 -0.103
H 0.249 2.716 0.112
H -1.491 -2.098 2.048
H -1.639 0.977 -1.144
H 1.949 1.133 -1.047
H -1.979 -2.631 -0.070
H 2.122 -0.120 2.292
```

Electronic structure analysis, Löwdin charges in units of e: 0.408 -0.254 -0.041 -0.032 0.066 -0.164 -0.212 -0.175 -0.053 -0.181 -0.214 0.149 0.100 0.138 0.113 0.102 0.098 0.118 0.174 0.176 0.054 0.139 0.108 0.085 0.133 0.166

Formula: IY2
Source: OMol25
Level of theory: wB97M-V/def2-TZVPD

Values from the calculation:
- Energy: -10110.204 eV
- Strongest force on any atom: 1.01 eV/Å
- E_HOMO: -31.6 eV
- Net charge: +5
- Relative energy (zero: lowest compared OMol25 entry of this formula, charge and spin): 0.000 eV
- Gap between HOMO and LUMO: 8.02 eV

The geometry in XYZ format:
```
3
IY2 wB97M-V/def2-TZVPD
I 0.043 0.003 -0.049
Y 1.443 2.273 1.241
Y -1.486 -2.276 -1.192
```

Electronic structure analysis, Löwdin charges in units of e: 0.468 2.261 2.270

Q: Among the records above, which one has the lowest energy?
A: C17H10Co2O7S

Q: The highest strongest force on any atom belongs to which entry?
A: C8H5CeCl2NO3STi

Q: Among the records above, which one has the highest energy?
A: C4H8N2